No. 1
Entry from OMol25: a cluster of 2 separate species, C40H42N7O in total (ωB97M-V/def2-TZVPD).

Geometry (Å):
N 1.977403 -0.575637 -0.060939
N 1.153576 -0.168056 0.635915
N 0.245999 0.388007 1.265478
C 0.176145 0.094795 2.715528
C -1.258250 -0.302057 3.045977
C -1.518129 -1.011082 4.225916
C -2.817061 -1.447504 4.491743
C -3.849538 -1.133372 3.602032
C -3.602038 -0.343629 2.475432
C -2.290712 0.044257 2.182860
C 1.075358 -1.101344 3.002216
C 0.783861 -2.250049 2.258748
C 1.626333 -3.357950 2.328753
C 2.707284 -3.351665 3.223476
C 2.911933 -2.252884 4.060867
C 2.099180 -1.112660 3.949584
C 0.520385 1.404877 3.462976
C -0.646798 2.228880 4.038318
C 0.005205 3.591507 4.309921
C 1.258420 3.647153 3.412547
N 1.203927 2.394582 2.663561
H -0.705032 -1.240803 4.920649
H -3.013620 -2.018573 5.402656
H -4.859791 -1.494635 3.804325
H -4.412386 -0.027412 1.815928
H -2.061655 0.603228 1.274115
H -0.139748 -2.306957 1.670356
H 1.440521 -4.203984 1.663642
H 3.372328 -4.215594 3.281506
H 3.706907 -2.254364 4.808441
H 2.276554 -0.254179 4.603631
H 1.168136 1.184882 4.327949
H -1.434475 2.325829 3.274707
H -1.088937 1.747014 4.918886
H -0.678098 4.418615 4.086793
H 0.319181 3.650515 5.358660
H 1.261401 4.514697 2.745369
H 2.176036 3.709956 4.018697
H 2.083001 2.080121 2.253623
C 4.846378 4.484434 -4.746769
N 4.319023 3.643295 -3.696567
C 4.716663 2.342080 -3.547069
O 5.592010 1.781175 -4.200764
C 3.876481 1.746869 -2.420207
C 4.684542 0.957992 -1.397836
C 5.316428 -0.300198 -1.950450
C 6.639557 -0.605196 -1.612606
C 7.238843 -1.768112 -2.099938
C 6.503424 -2.638445 -2.916476
C 5.174383 -2.339709 -3.244934
C 4.576688 -1.177556 -2.748850
N 3.223936 2.938337 -1.865675
C 2.376688 2.837376 -0.824213
C 1.589207 3.870347 -0.333074
C 0.478401 3.648878 0.479523
C -0.456779 4.707113 0.793107
C -1.811993 4.458571 1.139482
C -2.691037 5.515824 1.355927
C -2.247600 6.845507 1.231745
C -3.128055 7.960175 1.438804
N -3.820695 8.891614 1.597310
C -0.907557 7.109577 0.925598
C -0.020567 6.059930 0.736060
C 3.416000 4.147951 -2.672243
C 4.104633 5.273546 -1.877021
C 2.128217 4.684389 -3.320315
H 5.570936 3.909724 -5.331737
H 4.028642 4.829204 -5.395252
H 5.333879 5.370858 -4.319601
H 3.116145 1.077682 -2.871761
H 5.466506 1.615834 -0.987016
H 4.005939 0.683169 -0.576220
H 7.200576 0.090481 -0.984648
H 8.276348 -1.997034 -1.843706
H 6.965350 -3.550517 -3.298966
H 4.595573 -3.009904 -3.883766
H 3.533984 -0.952652 -2.982430
H 2.277506 1.836148 -0.398108
H 1.801778 4.888608 -0.660106
H 0.182672 2.626476 0.729682
H -2.158549 3.423521 1.209377
H -3.733711 5.323470 1.624989
H -0.556175 8.142743 0.841399
H 1.035170 6.284093 0.554891
H 5.111226 4.960501 -1.567215
H 4.183486 6.160435 -2.517727
H 3.536863 5.546944 -0.986305
H 1.746200 3.963574 -4.054921
H 1.353443 4.871542 -2.574011
H 2.352592 5.632838 -3.826045

Cartesian forces (eV/Å) of the 2 atoms listed first:
-2.391 1.057 1.849
1.559 -0.165 -1.552

Its total charge is +1. The HOMO-LUMO gap comes out at 6.3 eV. Its spin multiplicity is 1. As for the energy above the lowest of the compared OMol25 structures with the same formula, charge and spin: 0.000 eV.



No. 2
Entry from OMol25: a structure of composition C40H43BiCl2N6O2S2Te (ωB97M-V/def2-TZVPD).

Geometry (Å):
Bi -0.618596 -0.122227 0.629181
S -6.427207 -5.047996 -0.730399
C -6.182752 -6.529264 0.075165
C -5.043686 -6.527188 0.821214
C -4.345614 -5.304065 0.730728
C -4.967475 -4.380543 -0.072255
C -4.560953 -3.018096 -0.380375
C -3.266450 -2.558446 -0.083097
N -2.812329 -1.350375 -0.355287
C -3.631227 -0.462037 -0.966419
C -4.966149 -0.805720 -1.274673
C -5.832777 0.154628 -1.888449
C -5.395719 1.397336 -2.169947
C -4.042811 1.777300 -1.894035
C -3.580909 3.072010 -2.151009
C -2.256610 3.404830 -1.924070
C -1.421070 2.363225 -1.490270
N -1.842175 1.155458 -1.176439
C -3.147475 0.841803 -1.334618
C -1.720206 4.744324 -2.102710
C -0.504115 5.224364 -1.682343
C -0.305091 6.586618 -1.996537
C -1.369052 7.126726 -2.653243
S -2.624529 5.997161 -2.884699
C -5.409302 -2.095596 -0.971413
H -6.895230 -7.328519 -0.051221
H -4.718998 -7.367679 1.415666
H -3.423822 -5.114080 1.263887
H -2.575484 -3.241325 0.398693
H -6.847241 -0.142323 -2.120740
H -6.047858 2.128050 -2.630453
H -4.271017 3.820625 -2.521271
H -0.362975 2.534638 -1.363313
H 0.218099 4.625083 -1.142933
H 0.585703 7.143715 -1.747661
H -1.477036 8.133455 -3.023803
H -6.429434 -2.372196 -1.208093
N 0.128008 -2.547605 0.307428
C 0.631723 -3.429443 1.387262
C -0.362308 -3.638454 2.531320
C -0.545284 -2.429868 3.473174
C -1.873270 -1.656313 3.344948
N -1.597528 -0.242913 3.009066
H -0.658477 -2.988742 -0.159715
H 0.852133 -2.421110 -0.394487
H 1.552606 -2.987993 1.772504
H 0.883798 -4.410103 0.975322
H 0.012251 -4.484624 3.107186
H -1.330796 -3.946856 2.126439
H 0.270427 -1.725995 3.289909
H -0.439992 -2.762963 4.504590
H -2.449705 -1.735017 4.268547
H -2.489529 -2.067154 2.541848
H -0.998782 0.184501 3.710121
H -2.436791 0.328023 2.961100
N 1.066992 -0.013431 -1.085516
C 1.576566 0.740188 -1.815523
N 2.135189 1.573781 -2.620897
C 2.358307 1.264507 -4.044631
C 3.851823 1.076911 -4.283132
C 4.623130 2.323501 -3.842184
C 4.327571 2.659931 -2.376790
C 2.826448 2.779931 -2.128740
H 1.986582 2.111296 -4.625806
H 1.787985 0.378685 -4.318818
H 4.015521 0.880150 -5.342911
H 4.202513 0.206468 -3.721279
H 4.353739 3.170343 -4.479070
H 5.692715 2.153830 -3.962937
H 4.794823 3.606636 -2.103079
H 4.748297 1.884355 -1.730568
H 2.425210 3.631458 -2.684277
H 2.601897 2.914571 -1.070189
C 3.009603 -1.119342 3.427351
Te 2.080504 0.223808 1.969037
C 3.547069 -0.705335 0.663482
C 4.670142 -1.136544 1.564996
C 5.956215 -1.318750 1.070835
C 6.978574 -1.708812 1.921261
C 6.716948 -1.918654 3.267682
C 5.433403 -1.745406 3.761471
C 4.406508 -1.343212 2.915727
H 2.466023 -2.059143 3.535943
H 3.017653 -0.621164 4.395694
H 3.877657 0.041499 -0.055952
H 3.117998 -1.544094 0.113725
H 6.160062 -1.138348 0.021712
H 7.981989 -1.828204 1.535706
H 7.517182 -2.204593 3.936537
H 5.234102 -1.906317 4.814066
Cl 0.420326 3.045263 3.992290
C -0.153205 3.833859 2.482373
Cl -1.576545 4.802047 2.802850
C -0.449945 2.668984 1.524290
O -1.552300 2.103932 1.581077
O 0.483432 2.264723 0.759343
H 0.652341 4.469606 2.135509

Cartesian forces (eV/Å) of the 2 atoms listed first:
-0.681 0.797 0.000
0.302 0.078 0.122

Its total charge is +2. The HOMO-LUMO gap comes out at 7.0 eV. Its spin multiplicity is 1. As for the energy above the lowest of the compared OMol25 structures with the same formula, charge and spin: 0.725 eV.



Number 1: energy -54631.36413 eV, strongest force on any atom 3.20 eV/Å, E_LUMO -4.7293 eV. Number 2: energy -115050.80417 eV, strongest force on any atom 1.99 eV/Å, E_LUMO -5.3742 eV.